144
Properties=species:S:1:pos:R:3:lowdin_charge:R:1 method="wB97M-V/def2-TZVPD" homo_ev=-9.691 max_force_ev_per_a=3.36 relative_energy_ev=0.000 total_charge=+1
C 0.25 1.11 -3.21 -0.06
C 1.63 1.72 -3.30 -0.52
C 2.44 0.89 -4.29 -0.06
C 1.57 3.14 -3.86 -0.02
C 2.26 1.66 -1.88 -0.09
C 3.19 0.65 -1.62 -0.06
C 4.14 0.84 -0.64 -0.07
C 4.15 2.02 0.10 -0.04
C 3.10 2.94 0.05 -0.04
C 3.27 4.26 0.91 -0.51
C 2.08 4.52 1.82 -0.05
C 3.56 5.44 -0.02 -0.04
C 4.49 4.15 1.84 -0.08
C 2.01 2.59 -0.82 -0.07
N 0.67 3.05 -0.59 0.03
C 0.31 4.42 -0.92 -0.12
C -1.04 4.60 -0.30 -0.10
N -1.46 3.25 0.11 0.00
C -2.81 3.11 0.64 -0.06
C -3.92 3.10 -0.25 -0.08
C -3.91 3.08 -1.81 -0.52
C -5.04 2.18 -2.33 -0.05
C -2.62 2.52 -2.37 -0.06
C -4.15 4.51 -2.33 -0.03
C -5.22 3.16 0.27 -0.04
C -5.46 2.94 1.61 -0.04
C -4.39 2.99 2.48 -0.06
C -3.09 3.24 2.04 -0.06
C -2.15 3.84 3.14 -0.51
C -2.70 3.62 4.55 -0.06
C -2.14 5.36 2.95 -0.03
C -0.77 3.22 3.10 -0.04
C -0.44 2.33 -0.15 -0.22
C -0.47 0.93 -0.04 -0.03
C -1.47 0.32 0.83 -0.21
C -2.79 0.01 0.40 -0.04
C -3.76 -0.35 1.31 0.02
C -3.43 -0.23 2.68 -0.17
N -4.43 0.19 3.59 -0.31
O -4.07 0.57 4.73 0.03
O -5.63 0.23 3.22 0.06
C -2.09 -0.17 3.12 0.00
C -1.11 0.06 2.18 -0.03
H -0.37 1.70 -2.53 0.05
H -0.25 1.05 -4.19 0.11
H 0.29 0.12 -2.76 0.04
H 3.46 1.29 -4.38 0.10
H 2.49 -0.17 -4.00 0.07
H 1.98 0.92 -5.29 0.09
H 2.54 3.63 -3.71 0.10
H 1.35 3.13 -4.94 0.10
H 0.80 3.74 -3.38 0.05
H 3.21 -0.25 -2.22 0.10
H 4.93 0.11 -0.50 0.11
H 4.99 2.19 0.77 0.10
H 1.75 3.59 2.30 0.08
H 2.37 5.22 2.63 0.10
H 1.23 4.99 1.31 0.06
H 4.47 5.24 -0.60 0.10
H 2.76 5.63 -0.74 0.06
H 3.72 6.36 0.56 0.10
H 5.43 4.13 1.28 0.09
H 4.53 5.02 2.51 0.09
H 4.43 3.26 2.48 0.09
H 1.05 5.12 -0.54 0.09
H 0.27 4.56 -2.00 0.10
H -0.96 5.24 0.59 0.09
H -1.77 5.06 -0.98 0.11
H -6.04 2.56 -2.08 0.07
H -4.99 2.10 -3.43 0.09
H -4.95 1.16 -1.92 0.08
H -1.79 3.21 -2.16 0.07
H -2.40 1.54 -1.92 0.07
H -2.67 2.39 -3.46 0.10
H -3.35 5.19 -2.02 0.07
H -4.19 4.51 -3.43 0.09
H -5.10 4.90 -1.95 0.09
H -6.06 3.34 -0.38 0.11
H -6.47 2.77 1.99 0.12
H -4.63 2.97 3.54 0.10
H -2.88 2.56 4.77 0.07
H -1.99 4.01 5.30 0.10
H -3.64 4.18 4.69 0.09
H -1.85 5.66 1.94 0.05
H -3.15 5.75 3.12 0.10
H -1.46 5.84 3.66 0.10
H -0.40 3.16 2.07 0.05
H -0.06 3.82 3.68 0.09
H -0.79 2.20 3.50 0.07
H 0.48 0.44 -0.20 0.09
H -3.01 0.05 -0.67 0.09
H -4.78 -0.62 1.04 0.13
H -1.89 -0.22 4.19 0.13
H -0.06 0.13 2.46 0.12
C 1.21 -7.05 3.28 0.00
N 1.58 -6.28 2.12 -0.03
C 2.89 -6.21 1.72 -0.37
O 3.86 -6.67 2.32 0.11
C 2.92 -5.40 0.43 -0.13
C 3.13 -6.37 -0.75 -0.04
C 4.38 -7.17 -0.58 -0.09
C 4.35 -8.52 -0.24 -0.13
F 3.14 -9.15 -0.09 0.09
C 5.51 -9.25 0.03 -0.11
F 5.44 -10.54 0.41 0.12
C 6.75 -8.61 -0.08 -0.10
F 7.87 -9.28 0.22 0.13
C 6.81 -7.27 -0.47 -0.11
F 8.01 -6.66 -0.58 0.12
C 5.64 -6.57 -0.73 -0.13
F 5.71 -5.26 -1.09 0.09
N 1.60 -4.75 0.46 0.05
C 1.34 -3.61 -0.22 0.04
C 0.06 -3.10 -0.46 -0.03
C -0.21 -1.93 -1.19 0.05
C -1.36 -1.86 -2.08 -0.20
C -1.22 -1.57 -3.47 -0.03
C -2.33 -1.48 -4.31 -0.06
C -3.62 -1.70 -3.81 -0.05
C -3.78 -2.04 -2.46 -0.06
C -2.66 -2.17 -1.63 -0.05
C 0.65 -5.50 1.31 -0.45
C -0.23 -6.44 0.47 0.02
C -0.19 -4.59 2.21 0.01
H 2.02 -7.76 3.50 0.11
H 1.07 -6.41 4.16 0.10
H 0.29 -7.60 3.09 0.10
H 3.74 -4.66 0.44 0.17
H 2.29 -7.07 -0.82 0.12
H 3.17 -5.78 -1.68 0.14
H 2.22 -3.13 -0.67 0.16
H -0.80 -3.74 -0.20 0.10
H 0.61 -1.22 -1.31 0.10
H -0.22 -1.44 -3.89 0.11
H -2.19 -1.24 -5.36 0.12
H -4.48 -1.64 -4.47 0.12
H -4.79 -2.19 -2.06 0.12
H -2.81 -2.45 -0.58 0.11
H 0.36 -7.28 0.10 0.09
H -1.03 -6.83 1.10 0.10
H -0.68 -5.91 -0.38 0.09
H 0.49 -3.89 2.72 0.11
H -0.93 -4.03 1.64 0.07
H -0.72 -5.19 2.95 0.10

174
Properties=species:S:1:pos:R:3:lowdin_charge:R:1 method="wB97M-V/def2-TZVPD" homo_ev=-9.810 max_force_ev_per_a=6.78 total_charge=0
C 4.09 0.72 -1.95 0.03
C 2.93 0.87 -1.29 0.04
C 2.37 2.19 -0.96 -0.36
O 1.35 2.35 -0.32 0.10
C 3.17 3.33 -1.56 0.03
C 4.27 3.16 -2.30 -0.01
C 4.79 1.82 -2.54 -0.44
O 5.72 1.66 -3.28 0.12
H 4.46 -0.31 -2.01 0.14
H 2.42 -0.03 -0.92 0.11
H 2.77 4.31 -1.33 0.13
H 4.86 3.93 -2.71 0.11
C 2.12 -1.67 7.03 0.01
C 2.55 -2.76 6.44 -0.01
C 1.80 -3.36 5.33 -0.38
O 2.18 -4.39 4.79 0.10
C 0.70 -2.49 4.90 0.06
C 0.21 -1.40 5.57 0.03
C 0.88 -0.96 6.71 -0.41
O 0.53 -0.07 7.47 0.11
H 2.63 -1.24 7.88 0.13
H 3.49 -3.23 6.78 0.14
H 0.26 -2.82 3.95 0.09
H -0.56 -0.81 5.14 0.09
C -4.82 4.96 1.84 0.01
C -4.84 6.13 1.35 0.01
C -3.95 6.52 0.20 -0.34
O -4.06 7.61 -0.39 0.07
C -3.01 5.53 -0.38 0.04
C -3.13 4.21 0.04 0.03
C -4.03 3.91 1.16 -0.40
O -4.18 2.76 1.41 0.10
H -5.52 4.60 2.58 0.13
H -5.35 6.93 1.84 0.12
H -2.30 5.82 -1.19 0.12
H -2.64 3.41 -0.48 0.08
C -1.23 -0.70 1.90 -0.01
C -1.83 0.24 1.21 0.04
C -1.36 0.47 -0.24 -0.31
O -1.61 1.52 -0.83 0.07
C -0.42 -0.51 -0.82 0.03
C 0.17 -1.44 -0.08 0.03
C -0.30 -1.68 1.29 -0.34
O -0.05 -2.67 1.96 0.06
H -1.51 -0.95 2.92 0.09
H -2.57 0.90 1.63 0.09
H -0.21 -0.35 -1.86 0.10
H 0.94 -2.08 -0.43 0.08
C 4.60 -2.70 3.02 0.05
C 5.08 -2.32 4.25 0.03
C 4.68 -1.06 4.92 -0.41
O 5.26 -0.57 5.88 0.10
C 3.60 -0.31 4.27 0.00
C 3.10 -0.65 3.10 0.03
C 3.59 -1.84 2.35 -0.36
O 3.12 -2.07 1.26 0.09
H 4.95 -3.57 2.51 0.10
H 5.85 -2.95 4.80 0.14
H 3.31 0.60 4.77 0.12
H 2.19 -0.12 2.74 0.11
C -3.48 -2.96 1.93 0.04
C -3.05 -3.88 1.06 0.01
C -2.13 -4.95 1.44 -0.37
O -1.59 -5.72 0.64 0.07
C -1.96 -5.15 2.93 0.04
C -2.49 -4.30 3.81 0.01
C -3.29 -3.11 3.43 -0.36
O -3.77 -2.33 4.21 0.10
H -4.00 -2.11 1.55 0.09
H -3.17 -3.70 0.00 0.13
H -1.31 -5.96 3.25 0.12
H -2.33 -4.38 4.88 0.12
C -0.68 4.26 2.52 0.04
C -0.17 2.98 2.55 0.06
C 0.17 2.28 3.83 -0.38
O 0.75 1.22 3.83 0.08
C -0.12 2.99 5.10 0.04
C -0.50 4.29 5.04 0.04
C -0.84 4.99 3.78 -0.39
O -1.28 6.13 3.72 0.10
H -0.92 4.78 1.61 0.10
H 0.13 2.53 1.62 0.08
H 0.21 2.47 6.00 0.12
H -0.59 4.89 5.96 0.13
O 1.99 3.93 -6.48 -0.25
S 3.03 3.81 -5.51 0.56
O 3.09 4.63 -4.31 -0.29
O 3.32 2.38 -5.17 -0.29
C 3.18 1.37 -6.17 -0.26
C 3.27 0.11 -5.47 -0.07
C 4.67 4.29 -6.40 -0.08
H 4.07 1.47 -6.87 0.14
H 2.26 1.60 -6.76 0.14
H 2.52 -0.02 -4.67 0.07
H 4.22 0.06 -4.94 0.09
H 3.22 -0.69 -6.23 0.10
H 4.51 5.28 -6.90 0.08
H 4.85 3.56 -7.21 0.05
H 5.53 4.30 -5.74 0.05
O -2.88 4.41 -6.06 -0.29
S -2.23 4.68 -4.81 0.54
O -2.96 4.43 -3.57 -0.31
O -0.85 3.97 -4.85 -0.24
C -0.02 3.59 -3.71 -0.19
C 0.56 2.24 -3.95 -0.05
C -1.90 6.39 -4.92 -0.12
H -0.61 3.65 -2.79 0.12
H 0.77 4.32 -3.73 0.09
H 1.64 2.15 -3.70 0.07
H 0.52 1.88 -4.97 0.09
H 0.02 1.51 -3.37 0.07
H -2.89 6.85 -5.09 0.09
H -1.18 6.59 -5.74 0.09
H -1.45 6.70 -4.02 0.05
O -4.08 2.58 4.65 -0.28
S -3.85 1.18 4.59 0.58
O -2.56 0.74 4.14 -0.29
O -4.16 0.57 6.00 -0.23
C -3.30 -0.22 6.79 -0.29
C -4.12 -1.15 7.54 -0.07
C -5.20 0.53 3.58 -0.08
H -2.64 0.39 7.40 0.13
H -2.68 -0.81 6.10 0.09
H -4.56 -1.85 6.83 0.08
H -4.89 -0.77 8.25 0.10
H -3.39 -1.76 8.04 0.08
H -6.10 1.03 3.93 0.08
H -5.27 -0.50 3.83 0.03
H -5.07 0.71 2.53 0.05
O 0.88 -1.46 -3.76 -0.31
S -0.06 -2.37 -4.36 0.61
O -1.24 -1.77 -4.97 -0.29
O 0.78 -3.22 -5.39 -0.25
C 2.13 -3.67 -5.00 -0.22
C 2.29 -5.13 -5.46 -0.05
C -0.55 -3.55 -3.08 -0.06
H 2.15 -3.66 -3.92 0.06
H 2.90 -2.98 -5.33 0.11
H 3.31 -5.45 -5.31 0.08
H 2.11 -5.04 -6.55 0.08
H 1.56 -5.75 -4.93 0.08
H -0.72 -2.94 -2.21 0.05
H 0.34 -4.15 -3.03 0.04
H -1.33 -4.23 -3.39 0.08
O 2.64 -3.43 -1.46 -0.29
S 2.73 -4.77 -0.97 0.48
O 2.40 -5.78 -1.95 -0.28
O 4.19 -4.96 -0.53 -0.28
C 5.01 -6.22 -0.63 -0.18
C 5.97 -6.16 0.53 -0.08
C 1.86 -4.96 0.47 -0.13
H 5.49 -5.99 -1.58 0.13
H 4.38 -7.12 -0.62 0.13
H 6.53 -7.12 0.56 0.09
H 5.42 -6.09 1.43 0.06
H 6.77 -5.37 0.53 0.10
H 2.30 -4.18 1.11 0.05
H 2.10 -5.98 0.82 0.09
H 0.74 -4.78 0.26 0.10
O -6.24 -1.05 -1.76 -0.27
S -5.02 -0.30 -1.58 0.50
O -4.32 -0.57 -0.35 -0.29
O -4.07 -0.54 -2.73 -0.27
C -4.30 -0.20 -4.17 -0.20
C -3.25 0.70 -4.73 -0.04
C -5.13 1.41 -1.67 -0.13
H -5.24 0.29 -4.19 0.09
H -4.46 -1.20 -4.55 0.13
H -3.58 1.21 -5.67 0.11
H -2.33 0.11 -4.84 0.06
H -3.16 1.51 -3.98 0.08
H -5.45 1.63 -2.71 0.08
H -4.12 1.76 -1.45 0.06
H -5.93 1.82 -1.01 0.10